A molecular structure, C52H79N25P in a non-equilibrium geometry, computed with ωB97M-V with the def2-TZVPD basis set.

```
157
Properties=species:S:1:pos:R:3
N 0.9879 2.2817 -1.2574
C 0.7334 1.5375 -2.5112
P 0.5832 -0.3127 -2.1492
C 2.3574 -0.9589 -2.2293
C 3.3272 -0.1585 -1.4617
C 4.7656 -0.6218 -1.5441
C 4.9150 -1.8311 -2.4132
C 3.8101 -2.5425 -3.0911
N 2.5181 -2.0851 -2.9867
H 0.1745 2.2226 -0.6359
H 1.2195 3.2574 -1.4735
H -0.1216 1.9381 -3.1285
H 1.6705 1.6684 -3.1457
H -0.2566 -0.9050 -3.1296
H 0.0766 -0.5233 -0.8213
H 3.0367 0.7607 -0.8752
H 5.6106 -0.1102 -1.0250
H 5.9704 -2.2424 -2.5666
H 4.0176 -3.4605 -3.7116
C -1.8587 1.9013 -6.3713
C -1.7531 2.9119 -5.2890
N -1.6810 3.7020 -4.4488
H -1.5729 0.9204 -5.9897
H -2.8854 1.8601 -6.7347
H -1.2000 2.1664 -7.1989
C -5.2100 4.6784 -5.8360
C -5.2269 3.2052 -6.0220
N -5.2585 2.0556 -6.1684
H -4.7286 5.1533 -6.6915
H -6.2294 5.0536 -5.7471
H -4.6577 4.9307 -4.9300
C -2.9305 0.7978 0.9298
C -2.0689 1.9970 0.7672
N -1.3918 2.9268 0.6395
H -3.9779 1.0697 0.7863
H -2.6546 0.0413 0.1936
H -2.8046 0.3829 1.9293
C 2.9613 2.4297 1.9545
C 4.3384 2.7272 1.4867
N 5.4105 2.9568 1.1226
H 2.6439 3.1804 2.6791
H 2.2726 2.4378 1.1081
H 2.9339 1.4471 2.4264
C -2.6094 -3.3234 2.4205
C -2.7106 -2.4890 1.1961
N -2.7918 -1.8411 0.2421
H -1.7543 -3.0033 3.0171
H -3.5145 -3.2218 3.0134
H -2.4809 -4.3701 2.1465
C -5.7050 -3.1061 5.5610
C -5.1507 -4.1521 4.6603
N -4.7194 -4.9656 3.9612
H -5.9541 -3.5436 6.5267
H -4.9698 -2.3155 5.7083
H -6.6051 -2.6773 5.1230
C -6.1305 -0.0926 -3.2851
C -6.5874 0.2816 -1.9185
N -6.9401 0.5689 -0.8414
H -5.0546 0.0608 -3.3707
H -6.3568 -1.1416 -3.4784
H -6.6371 0.5234 -4.0280
C -5.1686 0.6676 8.0664
C -6.1565 -0.3582 7.6475
N -6.9259 -1.1576 7.3251
H -4.4383 0.8261 7.2732
H -5.6772 1.6094 8.2751
H -4.6498 0.3347 8.9658
C 5.3590 4.8595 4.8657
C 3.9351 4.4462 4.9596
N 2.8269 4.1238 5.0327
H 5.9929 3.9813 4.7671
H 5.5023 5.5014 3.9957
H 5.6461 5.4056 5.7624
C 8.5258 -4.7230 -1.0277
C 8.4250 -3.9251 -2.2770
N 8.3485 -3.3031 -3.2484
H 9.3901 -4.3983 -0.4480
H 7.6204 -4.5978 -0.4335
H 8.6478 -5.7787 -1.2701
C -4.9723 -4.0871 9.7238
C -4.1351 -2.8673 9.5950
N -3.4792 -1.9203 9.4940
H -6.0237 -3.8341 9.5825
H -4.6771 -4.8195 8.9709
H -4.8425 -4.5233 10.7139
C 12.5821 -5.1914 -1.6029
C 11.8954 -5.0872 -0.2914
N 11.3731 -5.0096 0.7499
H 12.0547 -4.5934 -2.3476
H 13.6066 -4.8275 -1.5136
H 12.6007 -6.2313 -1.9304
C -2.5356 5.8130 -1.1218
C -3.8298 5.6681 -1.8301
N -4.8427 5.5497 -2.3697
H -2.6639 5.5653 -0.0682
H -1.7991 5.1389 -1.5589
H -2.1747 6.8381 -1.2061
C -7.1270 2.0254 -8.9822
C -7.2644 2.8500 -10.2106
N -7.3699 3.4915 -11.1645
H -6.2494 2.3402 -8.4211
H -8.0109 2.1432 -8.3553
H -7.0194 0.9746 -9.2508
C 3.1210 -3.5173 -6.9351
C 2.4268 -2.4353 -7.6789
N 1.8877 -1.5956 -8.2602
H 2.6683 -3.6382 -5.9505
H 3.0378 -4.4558 -7.4830
H 4.1755 -3.2671 -6.8153
C -10.5111 0.6692 -1.5936
C -11.8437 0.5431 -2.2386
N -12.8789 0.4453 -2.7402
H -10.5852 0.4177 -0.5357
H -9.8025 -0.0073 -2.0704
H -10.1467 1.6918 -1.6911
C 15.4739 -5.9721 1.9231
C 15.3973 -5.1821 0.6683
N 15.3378 -4.5678 -0.3076
H 16.3189 -5.6335 2.5225
H 14.5558 -5.8447 2.4968
H 15.6040 -7.0284 1.6883
C 5.5005 1.6662 7.3543
C 6.3784 2.8508 7.1731
N 7.0596 3.7725 7.0325
H 4.4580 1.9531 7.2132
H 5.7606 0.8977 6.6263
H 5.6264 1.2625 8.3588
C 1.3073 -4.9350 -2.2513
C 1.2627 -6.4108 -2.4172
N 1.2291 -7.5571 -2.5461
H 1.8221 -4.4828 -3.0964
H 0.2936 -4.5370 -2.1983
H 1.8380 -4.6804 -1.3336
C -8.2633 3.1542 2.3947
C -7.7753 2.0217 1.5590
N -7.4027 1.1386 0.8833
H -8.4755 2.8031 3.4044
H -7.5041 3.9358 2.4415
H -9.1748 3.5710 1.9639
C 6.5309 4.9586 -1.8393
C 7.4127 6.1409 -2.0158
N 8.0978 7.0596 -2.1529
H 5.4894 5.2492 -1.9776
H 6.7868 4.1928 -2.5716
H 6.6558 4.5482 -0.8368
C 2.1958 1.1724 -6.6766
C 2.2871 2.1844 -5.5915
N 2.3556 2.9741 -4.7500
H 2.4575 0.1882 -6.2900
H 1.1805 1.1406 -7.0705
H 2.8816 1.4310 -7.4831
C -7.6709 -0.7116 11.0408
C -7.6583 -2.1770 10.8046
N -7.6504 -3.3171 10.6213
H -7.1705 -0.2008 10.2188
H -8.6991 -0.3564 11.1079
H -7.1529 -0.4821 11.9720
```

Calculated values
* LUMO energy: -3.42 eV
* charge: +1

Löwdin atomic charge list, values in e, 5 entries: -0.038 -0.412 1.131 -0.431 -0.028



12 unconnected molecules or ions with the total composition C52H80N12 in a non-equilibrium geometry, computed with ωB97M-V with the def2-TZVPD basis set.

```
144
Properties=species:S:1:pos:R:3
C 2.4434 5.4574 6.4879
C 1.3284 4.9457 5.8644
C 0.6076 5.9300 5.2225
N 1.3671 7.0469 5.4088
C 2.4921 6.8208 6.1779
H 3.2199 4.8941 6.9842
H 1.0072 3.9149 5.8399
H -0.2871 5.8757 4.6201
H 0.9966 7.9549 5.1673
H 3.1642 7.6264 6.4340
C 3.8859 8.4637 -0.7337
C 4.5576 7.5069 0.0644
C 3.5555 6.6950 0.4651
N 2.2726 7.1270 0.0816
C 2.4607 8.3393 -0.5032
H 4.3864 9.2824 -1.2294
H 5.6095 7.3986 0.2838
H 3.4183 5.8727 1.1516
H 1.3889 6.6381 0.0968
H 1.6543 8.8535 -1.0051
C -0.4165 -1.5842 -6.4439
C -0.9965 -0.4030 -7.0060
C -1.9292 -0.6679 -8.0031
N -2.0955 -2.0518 -7.8905
C -1.2111 -2.6516 -6.9605
H 0.3791 -1.6785 -5.7197
H -0.6142 0.5908 -6.8252
H -2.3773 -0.0538 -8.7703
H -2.6937 -2.5303 -8.5488
H -1.1649 -3.7222 -6.8262
C -3.5811 -10.4962 -8.0815
C -4.1864 -9.9898 -6.9099
C -3.2219 -9.9026 -5.9009
N -1.9849 -10.0998 -6.4754
C -2.2178 -10.3825 -7.8245
H -3.9849 -10.8081 -9.0333
H -5.2199 -9.6949 -6.8038
H -3.3991 -9.4797 -4.9231
H -1.0575 -10.0061 -6.0865
H -1.4025 -10.5053 -8.5220
C -3.0267 5.3963 -1.1559
C -2.0136 4.9968 -1.9845
C -1.6738 3.6751 -1.6768
N -2.3977 3.3014 -0.5529
C -3.2938 4.3693 -0.2490
H -3.5718 6.3091 -1.3458
H -1.5327 5.5454 -2.7809
H -1.0159 3.0532 -2.2656
H -2.3382 2.3652 -0.1787
H -4.0043 4.2221 0.5509
C 2.4470 -2.7814 6.5831
C 2.5430 -1.5452 7.2229
C 1.3200 -1.2237 7.9172
N 0.5265 -2.2752 7.5877
C 1.2108 -3.2477 6.8665
H 3.1612 -3.2896 5.9522
H 3.4283 -0.9368 7.3344
H 1.1205 -0.4846 8.6791
H -0.4306 -2.3961 7.8868
H 0.6490 -4.0825 6.4742
C -9.8336 -0.4383 3.2140
C -8.5126 -0.0813 2.9168
C -8.4957 0.1925 1.5426
N -9.7276 -0.1825 1.0576
C -10.6198 -0.5879 2.0449
H -10.2753 -0.7018 4.1636
H -7.6409 0.0619 3.5381
H -7.6747 0.5692 0.9507
H -10.0171 -0.1218 0.0919
H -11.6581 -0.7792 1.8179
C 5.0931 2.3536 -5.0830
C 5.2341 1.1852 -4.3397
C 4.9218 1.5042 -3.0182
N 4.4899 2.8244 -3.0297
C 4.4061 3.2454 -4.3153
H 5.1701 2.4760 -6.1532
H 5.4046 0.1681 -4.6604
H 4.7956 0.9674 -2.0896
H 4.2419 3.3706 -2.2171
H 3.9634 4.2099 -4.5154
C -7.3547 0.6409 -3.7133
C -8.2727 1.7093 -3.7852
C -7.6325 2.7578 -4.5205
N -6.3261 2.3304 -4.7236
C -6.2205 1.0118 -4.3442
H -7.5295 -0.3561 -3.3369
H -9.2888 1.7546 -3.4220
H -8.1116 3.6799 -4.8147
H -5.5346 2.8432 -5.0852
H -5.2981 0.4789 -4.5217
C -5.8904 -11.2481 0.7034
C -5.0013 -10.3356 1.2027
C -5.6505 -9.7364 2.2741
N -6.8336 -10.3598 2.5341
C -6.9713 -11.2984 1.5497
H -5.7155 -11.9049 -0.1359
H -4.0752 -10.0228 0.7437
H -5.3460 -8.9549 2.9545
H -7.4669 -10.2288 3.3099
H -7.8218 -11.9639 1.5313
C -0.8666 -3.6218 -0.7206
C -1.7355 -2.4038 -0.2685
N -1.1731 -1.7000 0.8802
C 0.1799 -1.2658 0.7758
C 0.6800 -0.2069 1.8469
C -1.2717 -2.4244 2.1793
C -2.7574 -2.8604 2.5021
H -1.4649 -4.2435 -1.3866
H -0.7807 -4.2956 0.1318
H 0.1011 -3.2608 -1.0691
H -1.8028 -1.6929 -1.0920
H -2.7552 -2.7818 -0.1943
H 0.7366 -2.2007 0.8400
H 0.3274 -0.8504 -0.2211
H 0.1832 0.7396 2.0601
H 0.6634 -0.5358 2.8860
H 1.7544 -0.0616 1.7337
H -0.8040 -1.9399 3.0364
H -0.6335 -3.3052 2.1082
H -3.3640 -1.9626 2.6211
H -2.7628 -3.3989 3.4498
H -3.1374 -3.5606 1.7583
C 11.0080 3.7363 0.1776
C 9.5516 3.7203 0.5782
N 9.4178 3.0085 1.8611
C 8.1104 2.3663 2.0012
C 7.8182 1.5636 3.2501
C 9.7783 3.8323 2.9683
C 8.9585 5.0989 3.3459
H 11.7262 4.1617 0.8785
H 11.0360 4.4909 -0.6085
H 11.3714 2.7484 -0.1054
H 9.0976 4.7106 0.6144
H 9.1476 3.1675 -0.2699
H 7.8243 1.6910 1.1949
H 7.4071 3.1983 2.0355
H 7.6580 2.2747 4.0605
H 8.6944 0.9575 3.4806
H 7.0539 0.7864 3.2419
H 9.7427 3.2097 3.8623
H 10.8198 4.1080 2.8030
H 9.1633 5.4305 4.3639
H 9.2396 5.8307 2.5886
H 7.8748 5.2115 3.3154
```

Calculated values
* LUMO energy: 0.12 eV
* SMILES string: c1cc[nH]c1.c1cc[nH]c1.c1cc[nH]c1.c1cc[nH]c1.c1cc[nH]c1.c1cc[nH]c1.c1cc[nH]c1.c1cc[nH]c1.c1cc[nH]c1.c1cc[nH]c1.CCN(CC)CC.CCN(CC)CC
* relative energy (zero: lowest compared OMol25 entry of this formula, charge and spin): 163.7 kcal/mol

Löwdin atomic charge list, values in e, 5 entries: -0.120 -0.154 -0.128 -0.022 -0.108



15 unconnected molecules or ions with the total composition C52H82F9IN19O6S2 in a non-equilibrium geometry, computed with ωB97M-V with the def2-TZVPD basis set.

```
171
Properties=species:S:1:pos:R:3
C -3.5964 -3.8364 1.7381
C -3.1965 -2.2957 1.5006
C -3.0236 -1.9795 -0.1007
N -2.1575 -0.8250 -0.4054
C -1.2927 -0.8964 -1.5836
C -2.2662 -1.1995 -2.8597
C -1.4582 -1.2628 -4.2940
C -3.6490 -0.4600 -3.0108
C -3.9835 0.9242 -2.3146
O -0.4662 -2.1279 -1.6127
C 0.5700 -2.1756 -0.6209
C 1.7669 -3.0012 -1.3820
C 0.0145 -3.1963 0.5482
C 1.0333 -4.3280 1.0414
C 0.4487 -4.9024 2.4644
I 2.0761 -5.4523 3.8368
C 1.0057 -0.8072 0.0800
C 2.3991 -0.8906 0.9102
O 2.2693 -1.6832 2.1540
N 2.0140 -0.7841 3.1650
O 0.8569 -0.7896 3.4600
N 0.8422 0.4748 -0.7506
C 0.3998 1.5286 0.2683
C 0.7426 3.0618 -0.0556
C -0.2519 4.0868 0.7621
F 0.1644 5.3966 0.2740
F -1.5599 3.8670 0.1818
C -0.1829 3.9199 2.3487
F -0.8521 2.7182 2.8196
F 1.2250 3.7146 2.7214
S -0.8290 5.3259 3.3922
F 0.1842 4.7663 4.6541
F -2.0207 4.2921 4.0478
F -1.8915 5.8996 2.2417
F 0.4021 6.3820 2.9799
F -1.4134 6.5125 4.4341
S 2.3153 0.9393 -1.6601
C 3.7236 1.6863 -0.7096
O 3.0168 -0.2747 -2.4821
O 2.0568 1.9868 -2.7717
C -0.2516 0.3128 -1.8157
O -0.9603 1.5308 -2.1069
C -1.0215 1.8908 -3.4627
N -1.0088 2.1677 -4.6526
H -4.0909 -4.0429 2.7678
H -2.7404 -4.5848 1.5264
H -4.4227 -4.0810 0.9514
H -4.1196 -1.6670 1.8367
H -2.3152 -1.9154 2.1311
H -4.1033 -1.7084 -0.4529
H -2.7747 -2.9597 -0.6802
H -1.8094 -0.3297 0.4136
H -2.5298 -2.3353 -2.7509
H -1.8479 -2.1602 -4.9287
H -0.3311 -1.4585 -4.1559
H -1.6811 -0.3289 -4.9510
H -3.8339 -0.3079 -4.1556
H -4.5057 -1.1944 -2.7071
H -3.3995 1.2238 -1.3811
H -5.1113 0.9240 -2.0195
H -3.8682 1.7905 -3.0757
H 2.7684 -2.9635 -0.8360
H 1.7977 -2.5266 -2.4483
H 1.4465 -4.0952 -1.6212
H -0.3852 -2.6471 1.4733
H -0.9039 -3.7570 0.0990
H 2.1325 -4.0298 1.1452
H 0.9904 -5.2211 0.3160
H -0.2829 -4.1764 2.9704
H -0.1427 -5.8670 2.2061
H 0.2258 -0.6753 0.9421
H 3.3054 -1.2033 0.2772
H 2.6663 0.1662 1.3337
H -0.7522 1.5098 0.4538
H 0.8510 1.3463 1.3276
H 0.5650 3.3758 -1.1633
H 1.7988 3.4090 0.2923
H 4.5986 0.9227 -0.6491
H 4.1714 2.6142 -1.2510
H 3.4794 1.9916 0.3715
H 0.3506 0.0228 -2.7735
C -7.2964 -5.7958 1.0009
C -6.8145 -4.4422 0.7077
N -6.4358 -3.3780 0.4772
H -6.4938 -6.4358 1.3773
H -8.0858 -5.7868 1.7568
H -7.7058 -6.2788 0.1099
C 3.6851 -7.9100 0.3946
C 3.2310 -6.8644 -0.5251
N 2.8732 -6.0429 -1.2493
H 3.1897 -7.8377 1.3672
H 3.4805 -8.9088 0.0004
H 4.7615 -7.8476 0.5749
C 6.5843 -2.3990 -2.6876
C 5.2542 -1.7870 -2.6151
N 4.2034 -1.3043 -2.5541
H 7.3496 -1.6670 -2.9595
H 6.8786 -2.8359 -1.7294
H 6.6188 -3.1975 -3.4333
C 3.9380 5.7222 3.6886
C 5.3519 5.7194 3.2954
N 6.4635 5.7094 2.9878
H 3.8217 5.7000 4.7754
H 3.4215 6.6148 3.3263
H 3.4056 4.8557 3.2885
C -3.6337 0.0714 -7.5954
C -4.8319 -0.7106 -7.2732
N -5.7740 -1.3250 -7.0197
H -2.8378 -0.5587 -8.0003
H -3.8443 0.8436 -8.3395
H -3.2306 0.5746 -6.7119
C -6.5708 -0.8101 -11.1204
C -5.1337 -0.9662 -10.8720
N -4.0041 -1.0890 -10.6761
H -6.9131 -1.4622 -11.9280
H -7.1616 -1.0548 -10.2337
H -6.8218 0.2151 -11.4039
C 7.3673 8.1354 5.5189
C 7.5384 7.9726 6.9664
N 7.6728 7.8446 8.1044
H 6.8888 7.2619 5.0687
H 6.7456 9.0021 5.2799
H 8.3263 8.2757 5.0131
C 4.7825 9.2911 2.5594
C 4.9718 9.9716 3.8462
N 5.1203 10.5071 4.8571
H 4.6646 8.2129 2.6868
H 3.8928 9.6550 2.0387
H 5.6341 9.4464 1.8921
C -0.4551 -0.1087 6.7685
C -1.6483 -0.8992 7.0893
N -2.5856 -1.5209 7.3410
H 0.3435 -0.7329 6.3593
H -0.6723 0.6660 6.0283
H -0.0535 0.3922 7.6532
C -10.6554 -2.5298 -11.5871
C -10.1769 -1.1717 -11.8675
N -9.8012 -0.1039 -12.0876
H -9.8537 -3.1696 -11.2091
H -11.4507 -2.5307 -10.8372
H -11.0560 -3.0091 -12.4845
C 5.6360 0.5431 2.4953
C 5.8626 -0.5998 1.6036
N 6.0377 -1.4982 0.9018
H 5.7096 1.4932 1.9589
H 4.6440 0.5048 2.9544
H 6.3678 0.5715 3.3068
C -14.9545 -3.4082 -10.6133
C -13.6524 -3.5275 -9.9487
N -12.6289 -3.6213 -9.4261
H -15.6598 -4.1621 -10.2544
H -15.4080 -2.4294 -10.4367
H -14.8669 -3.5348 -11.6955
C 10.9305 6.4841 7.8986
C 12.3447 6.4701 7.5087
N 13.4557 6.4592 7.2019
H 10.8118 6.4660 8.9849
H 10.4203 7.3785 7.5324
H 10.3941 5.6192 7.4998
C -3.4267 -1.3914 10.8246
C -3.3981 -1.9144 12.1949
N -3.3755 -2.3253 13.2714
H -2.7918 -1.9783 10.1559
H -4.4371 -1.4075 10.4082
H -3.0747 -0.3574 10.7807
C 8.4298 -3.1198 2.7655
C 8.7500 -4.4350 2.2007
N 9.0015 -5.4685 1.7570
H 7.7595 -3.2030 3.6252
H 9.3281 -2.5971 3.1046
H 7.9379 -2.4763 2.0326
```

Calculated values
* LUMO energy: -4.32 eV
* relative energy (zero: lowest compared OMol25 entry of this formula, charge and spin): 294.1 kcal/mol
* charge: +1

Löwdin atomic charge list, values in e, 5 entries: -0.138 -0.217 -0.198 0.025 -0.302